1.
ORCA calculation (wB97M-V/def2-TZVPD) on a cluster of 7 separate species, C28H49N3O8S4 in total.

Gap between HOMO and LUMO (eV): 8.5
LUMO (eV): 0.2470
Calculated total energy (eV): -94017.386
Total charge: 0

```
92
Properties=species:S:1:pos:R:3:mulliken_charge:R:1
H 6.40 2.00 -1.97 0.4298
H -3.60 0.72 2.87 -0.2649
S -3.06 0.27 5.97 1.0466
H 1.56 -4.65 -4.81 0.3842
C -4.71 -4.91 -1.57 -0.8077
H 2.35 -0.29 4.68 0.4804
H 4.17 0.18 2.25 0.2099
C 1.50 -2.47 -4.27 -0.4599
H -4.17 -2.96 -2.38 0.2090
H 1.66 -0.83 -2.87 0.2984
N -1.82 -1.44 -1.59 -0.2078
H -1.60 2.98 -5.18 0.4128
H -5.22 1.38 3.13 0.4052
C 1.66 -1.91 -2.99 0.1154
C -0.93 1.78 -3.41 -0.3324
H -1.60 1.66 4.92 -0.0342
C 0.20 2.70 -2.84 0.0266
H 1.34 -1.91 -5.18 0.4775
H 5.94 1.86 0.61 0.4790
C 4.10 2.96 0.19 -0.6586
C 5.28 2.34 -0.09 0.3024
H -1.50 -4.07 -2.17 -0.0749
H -2.80 -3.76 -4.26 0.3477
H 1.09 -0.19 -0.55 -0.0141
C -1.62 -0.06 0.57 -0.4401
H -4.68 -0.95 4.28 0.4564
H 2.78 3.97 -1.16 0.2691
H -0.37 1.74 -0.03 0.1303
H 2.02 3.48 -3.97 0.4721
H 4.70 2.31 2.83 -0.0806
H 3.96 1.90 5.65 0.3635
C 4.66 1.61 3.67 -0.3435
S 0.56 2.34 -5.52 1.1164
C 1.64 -3.85 -4.09 -0.8539
H -0.11 3.74 -2.75 0.3742
O -2.76 -4.29 0.17 -0.5467
O 0.49 3.60 -6.30 -0.6952
C -0.37 0.90 0.66 -0.0776
H -2.46 0.63 0.57 0.2625
C -2.55 1.98 5.36 -0.3100
H -5.08 -5.84 -2.01 0.3598
O -2.94 -6.74 -0.48 -0.6723
O -3.67 0.49 7.29 -0.6473
S -3.04 -5.33 -0.83 0.9755
C 4.50 3.03 -2.03 -0.3919
H 1.62 -2.93 -0.97 0.4308
C -4.46 0.04 4.67 -0.8461
C 3.95 0.31 3.31 -0.3375
H 3.51 3.02 1.10 0.3781
H -0.47 1.36 1.65 0.1651
H 1.74 0.76 0.82 -0.1131
O 1.22 2.00 5.56 -0.7012
H -3.46 3.10 3.61 0.3795
O -1.95 -0.67 5.78 -0.6119
H 3.84 3.48 4.88 0.5148
H 1.96 1.81 -3.77 0.3216
H -1.66 -0.78 1.38 0.3502
H -2.23 2.56 6.23 0.4620
H 4.22 3.30 -3.04 0.4347
C -2.14 -4.90 -2.46 -0.1848
H -1.61 1.26 -5.47 0.4337
C 5.52 2.40 -1.48 -1.1583
N 1.67 -4.13 -2.75 0.0934
H -1.87 1.91 -2.87 0.4628
C 1.30 2.67 -3.89 -0.8243
H 1.65 0.06 3.07 -0.0201
C -1.11 2.05 -4.90 -0.9431
O 1.56 2.86 3.28 -0.6163
H 4.39 -0.52 3.84 0.3763
H -5.40 -4.62 -0.78 0.4361
H -5.29 -3.91 -3.42 0.3724
H -4.55 2.67 5.00 0.3608
H 5.67 1.44 4.03 0.4413
H 1.69 -5.04 -2.31 0.2219
C -3.70 2.37 4.38 -0.7331
H -0.61 0.74 -3.32 0.0555
H -3.69 -5.28 -4.02 0.3282
C 0.96 0.07 0.50 -0.3450
C -4.39 -3.94 -2.79 -0.5257
H -1.53 -5.74 -2.80 0.4201
C 2.44 0.31 3.78 -0.4768
C -4.28 1.12 3.62 -0.0063
C -1.74 -0.81 -0.65 -0.1017
S 2.05 1.99 4.37 1.1103
O 1.11 1.12 -6.13 -0.6209
C 1.69 -2.93 -2.05 -0.7216
H 0.57 2.36 -1.87 -0.2889
H -5.39 0.29 5.18 0.3905
H 1.09 -0.78 1.16 0.4550
C 3.78 2.40 4.70 -0.9641
C -3.20 -4.44 -3.51 -0.6587
N 3.67 3.53 -1.03 -0.0863
```

2.
ORCA calculation (wB97M-V/def2-TZVPD) on a structure of composition C28H50AsF6N4O6S3.

Gap between HOMO and LUMO (eV): 8.6
LUMO (eV): 1.8727
Calculated total energy (eV): -157743.181
Total charge: -1

```
98
Properties=species:S:1:pos:R:3:mulliken_charge:R:1
N 0.01 5.56 -0.40 0.0187
H 0.49 -7.59 4.02 0.3556
H -5.90 -3.11 -0.80 0.3084
N -8.30 -3.30 -4.59 -0.4397
H -4.78 3.49 1.30 0.3296
C -1.03 7.48 -0.71 -0.4600
C -0.05 0.62 7.14 -0.4947
H -6.26 -1.65 -2.95 0.2790
C 0.54 -0.80 7.03 -0.7389
H -5.84 -5.41 -1.50 0.2987
C -6.48 5.68 0.59 -1.1450
H -5.12 6.00 2.16 0.2889
As -0.19 -1.30 -1.14 2.0455
C -6.53 2.91 2.28 0.2109
H 0.32 4.62 -0.59 0.2079
C 8.34 0.86 -2.94 -0.5858
H -1.41 5.55 -1.88 0.4092
H -6.79 6.71 0.42 0.3237
O 2.91 -1.75 5.81 -0.6045
F 0.74 0.22 -1.01 -0.5076
H 0.40 -1.38 7.94 0.4192
C -7.45 -3.01 -3.87 0.1892
C 1.44 4.14 -7.31 -1.0543
H -1.61 -8.80 3.85 0.3138
F 0.65 -1.59 -2.77 -0.5342
H 6.49 -0.20 -2.32 0.4302
H 0.97 0.59 -7.11 0.3323
O 6.22 2.70 -0.55 -0.6285
H 1.33 2.66 -5.72 0.3255
H 0.65 -7.54 0.31 0.4277
O 2.58 -7.48 2.15 -0.6105
C 0.58 -8.61 3.66 -0.6836
C 8.82 2.03 -0.83 -0.7283
H 2.53 4.14 -7.20 0.3181
C 2.00 0.95 5.70 -0.7448
H 1.37 2.16 7.35 0.2791
H 8.47 0.90 -4.02 0.3147
C 0.56 6.47 0.42 -0.4035
O 7.03 0.41 0.33 -0.6240
O 3.09 -0.22 7.86 -0.6244
H -4.83 3.81 3.04 0.2438
H -6.64 5.42 2.83 0.3175
F -1.05 -1.07 0.34 -0.4625
H 1.14 4.25 -8.35 0.2959
H -7.61 -2.86 -1.14 0.3284
F -1.19 -2.76 -1.55 -0.5209
H 9.11 2.89 -0.24 0.4202
C -0.95 -8.10 1.89 -0.6764
H 10.05 2.18 -2.70 0.3606
H 0.85 1.78 -8.54 0.2296
H -1.62 8.28 -1.16 0.3955
H 6.26 1.37 -2.91 0.3354
H 2.92 1.51 5.57 0.4432
C -0.79 -8.97 3.16 -0.5525
C -6.81 -4.92 -1.40 -1.0683
H -1.10 -7.03 2.03 0.3395
C 0.88 1.67 6.50 -0.5442
H -7.22 -5.24 -0.44 0.3135
F 1.15 -2.28 -0.38 -0.5168
H -0.15 0.79 8.21 0.2437
C 2.70 1.33 -7.89 0.1745
H 0.93 -9.21 4.50 0.4151
H 0.20 8.58 0.84 0.3844
S 2.40 -0.61 6.61 0.9806
F -1.45 -0.36 -1.99 -0.5078
H -1.08 0.59 6.79 0.3103
N -7.41 2.15 2.40 -0.4410
H 0.11 -9.21 0.47 0.2904
C -6.70 -3.33 -1.51 -0.4849
H -1.82 -8.47 1.36 0.3024
C -1.00 6.17 -1.10 -0.5770
C 1.28 1.53 -7.57 -0.3670
H 1.58 0.63 4.74 0.3657
N 3.81 1.19 -8.13 -0.4345
C 0.29 -8.29 1.02 -0.6255
H 9.45 1.19 -0.53 0.3301
H 0.16 -1.44 6.24 0.3634
H 8.60 3.00 -2.86 0.2999
S 1.70 -8.64 2.16 1.0314
H 1.07 4.97 -6.72 0.3276
H -0.13 2.75 -6.60 0.3027
C 0.95 2.78 -6.74 -0.4497
C -5.40 3.86 2.11 -0.3766
H -0.74 -10.01 2.83 0.3075
H -7.34 5.06 0.34 0.3361
H 1.37 6.19 1.07 0.3818
S 7.05 1.50 -0.63 1.0552
H -5.49 -3.20 -3.42 0.2509
O 2.19 -10.01 1.86 -0.6344
C -5.95 5.32 1.99 -0.3973
H -5.77 5.34 -0.16 0.3069
H 8.81 -0.10 -2.71 0.2877
H 0.38 2.43 5.90 0.3468
C -6.35 -2.74 -2.93 -0.3017
C 6.95 0.79 -2.30 -0.6447
H -7.48 -5.33 -2.16 0.3273
C 9.00 2.09 -2.42 -0.6222
C -0.08 7.71 0.27 -0.3533
```